36
Properties=species:S:1:pos:R:3:nbo_charge:R:1 method="wB97M-V/def2-TZVPD" de_lowest_kcal_mol=135.4 homo_energy_ev=-5.64 orbital_gap_ev=4.4
O -2.8028 -3.6582 5.8397 -0.7494
C -1.7476 -3.6415 5.1981 0.7334
O -0.5686 -3.5819 5.6230 -0.7976
C -1.8372 -3.7056 3.6501 -0.3484
N -2.8860 -2.8613 3.0811 -0.6017
C -2.4184 -1.5456 2.7538 -0.2390
C -1.4931 -1.5677 1.5238 0.0992
C -0.1019 -0.9467 1.6667 -0.2267
O -1.1709 -0.3482 0.9310 -0.5311
H -2.0544 -4.7365 3.3677 0.1932
H -0.8367 -3.4742 3.2698 0.1569
H -3.3673 -3.2938 2.3084 0.3421
H -1.8017 -1.1552 3.5568 0.2063
H -3.2456 -0.8821 2.4963 0.1925
H -1.5647 -2.4461 0.8846 0.1714
H 0.4787 -1.7100 1.1641 0.2006
H 0.0225 -0.6106 2.6809 0.2124
C 1.1773 2.0175 -5.5516 -0.6289
C 1.8618 2.7718 -4.4320 -0.2093
N 1.5399 2.2379 -3.0957 -0.2778
C 0.7208 1.1744 -2.7874 -0.0602
C 0.7019 1.0687 -1.4364 -0.0284
N 1.5083 2.0610 -0.9448 -0.2710
C 2.0114 2.7500 -1.9620 0.2384
C 1.7645 2.3192 0.4759 -0.4153
H 0.0926 2.0455 -5.4471 0.2236
H 1.4357 2.4747 -6.5033 0.2475
H 1.4928 0.9744 -5.5811 0.2235
H 1.5638 3.8196 -4.4461 0.2212
H 2.9437 2.7308 -4.5526 0.2215
H 0.2320 0.6055 -3.5550 0.2550
H 0.1906 0.3913 -0.7636 0.2893
H 2.6862 3.5845 -1.8839 0.2385
H 1.4650 3.3354 0.7178 0.2294
H 2.8229 2.1848 0.6841 0.2297
H 1.1845 1.6182 1.0691 0.2591